--- P ---
DFT (ωB97M-V with the def2-TZVPD basis set) results for the ion C9H14FN2 with charge +1.

Properties
HOMO	-12.8	eV
molar mass	169.2	u
SMILES string	C[C@@](N)([NH3+])[C@H](F)c1ccccc1
charge	+1

Each line ends with the Mulliken charge.
Positions of all 26 atoms, in Å:
C -1.665 -0.434 2.548  -1.74
C -1.039 -0.588 1.168  0.60
N 0.161 -1.398 1.294  -0.63
N -1.893 -1.114 -0.016  -0.08
C -0.589 1.051 0.701  -0.52
F -1.759 1.505 0.203  -0.34
C 0.441 0.892 -0.401  0.54
C 1.793 0.617 -0.147  -0.54
C 2.707 0.486 -1.227  -0.53
C 2.352 0.362 -2.562  -0.64
C 1.067 0.703 -2.827  -0.60
C 0.146 0.899 -1.751  -0.29
H -1.941 -1.424 2.853  0.47
H -1.073 0.031 3.235  0.50
H -2.580 0.149 2.352  0.46
H 0.465 -1.593 2.216  0.26
H 0.839 -1.117 0.624  0.28
H -1.562 -2.065 -0.179  0.40
H -2.875 -1.140 0.342  0.41
H -1.778 -0.468 -0.721  0.22
H -0.147 1.508 1.524  0.63
H 2.056 0.742 0.918  0.36
H 3.797 0.292 -1.107  0.30
H 3.044 0.199 -3.288  0.50
H 0.865 0.729 -3.906  0.35
H -0.832 1.175 -1.846  0.63

---

--- Q ---
DFT (ωB97M-V with the def2-TZVPD basis set) results for a cluster of 3 separate species, C9H14FN2 in total.

Properties
HOMO	-12.0	eV
molar mass	169.2	u
charge	+1

Each line ends with the Mulliken charge.
Positions of all 26 atoms, in Å:
C 3.313 0.260 0.285  -0.20
C 3.174 -1.053 -0.119  -0.86
C 2.281 1.197 0.435  -0.80
C 1.853 -1.464 -0.450  0.74
C 0.796 -0.579 -0.277  -0.10
C 1.010 0.744 0.139  0.70
C 1.694 -2.934 -0.767  -1.28
C -2.580 -1.054 1.310  -0.74
C -3.048 -0.149 0.542  0.53
N -3.570 0.819 -0.027  -0.35
N -2.217 3.104 -0.489  -0.80
F -0.142 1.444 0.345  -0.26
H 4.371 0.498 0.539  0.29
H 4.146 -1.643 0.031  0.20
H 2.545 2.270 0.696  0.34
H 1.034 -3.172 -1.635  0.35
H 2.728 -3.437 -0.897  0.32
H 1.272 -3.404 0.081  0.32
H -1.939 -1.687 0.897  0.34
H -0.230 -1.102 -0.508  0.17
H -2.953 -1.398 2.266  0.31
H -2.606 3.327 -1.425  0.31
H -4.300 0.706 -0.764  0.30
H -2.596 3.704 0.244  0.34
H -2.848 1.839 -0.128  0.53
H -1.189 3.162 -0.322  0.28

---

Result of the stability comparison: P is the most stable of them.

---

--- P ---
DFT (ωB97M-V with the def2-TZVPD basis set) results for an isolated molecule of C2HNO2S.

Properties
HOMO (spin up / spin down)	-10.7 / -10.6	eV
molar mass	103.1	u

Each line ends with the Mulliken charge.
Positions of all 7 atoms, in Å:
C 1.181 0.083 -0.069  0.08
C 0.467 -0.188 -1.238  -0.14
N 0.379 -0.124 0.981  -0.24
O -1.788 -1.240 0.099  -0.50
O -1.523 1.248 0.019  -0.50
S -0.985 -0.069 -0.049  0.97
H 2.270 0.291 0.258  0.33

---

--- Q ---
DFT (ωB97M-V with the def2-TZVPD basis set) results for an isolated molecule of C2HNO2S.

Properties
HOMO	-9.7	eV
molar mass	103.1	u

Each line ends with the Mulliken charge.
Positions of all 7 atoms, in Å:
C 1.399 0.130 -0.143  -0.05
C -0.127 0.517 -0.108  0.51
N 1.101 1.280 -0.557  -0.44
O -1.619 -1.656 0.007  -0.47
O -0.991 0.642 1.001  -0.34
S -1.764 -0.232 -0.202  0.44
H 2.002 -0.680 0.002  0.34

---

Result of the stability comparison: Q is the most stable of them.

---

--- P ---
DFT (ωB97M-V with the def2-TZVPD basis set) results for a structure of composition C2HNO2S.

Properties
HOMO (spin up / spin down)	-8.1 / -8.1	eV
molar mass	103.1	u

Each line ends with the Mulliken charge.
Positions of all 7 atoms, in Å:
C 1.694 -0.097 -0.335  0.20
C 0.744 0.780 0.025  0.50
N 2.667 -0.652 -0.619  -0.32
O -0.260 1.215 0.429  -0.34
O -0.796 -1.339 -0.086  -0.45
S -1.627 -0.483 0.740  0.26
H -2.423 0.576 -0.154  0.15

---

--- Q ---
DFT (ωB97M-V with the def2-TZVPD basis set) results for a cluster of 2 separate species, C2HNO2S in total.

Properties
HOMO (spin up / spin down)	-8.5 / -8.5	eV
molar mass	103.1	u

Each line ends with the Mulliken charge.
Positions of all 7 atoms, in Å:
C -0.985 -0.685 0.224  -0.11
C 2.604 -1.977 -2.980  0.15
N -0.669 -1.132 -0.832  0.03
O 0.604 -1.028 -2.754  -0.50
O 3.175 -0.950 -2.962  -0.22
S -0.441 -1.905 -2.150  0.38
H -0.366 -0.646 1.096  0.26

---

Result of the stability comparison: Q is the most stable of them.

---

--- P ---
DFT (ωB97M-V with the def2-TZVPD basis set) results for a structure of composition C3H7NO.

Properties
HOMO	-8.8	eV
molar mass	73.1	u

Each line ends with the Mulliken charge.
Positions of all 12 atoms, in Å:
O 1.552 0.339 0.891  -0.54
C 1.081 -0.651 0.020  -0.50
C -0.350 -0.356 -0.424  -0.05
C -1.479 0.549 0.606  -0.51
N -0.656 1.048 -0.484  -0.55
H 1.213 1.175 0.522  0.36
H 1.171 -1.619 0.528  0.29
H 1.693 -0.706 -0.903  0.23
H -0.685 -0.916 -1.309  0.51
H -0.863 0.601 1.516  0.23
H -1.434 -0.712 0.322  0.24
H -1.243 1.248 -1.287  0.28

---

--- Q ---
DFT (ωB97M-V with the def2-TZVPD basis set) results for an isolated molecule of C3H7NO.

Properties
HOMO	-9.6	eV
molar mass	73.1	u
SMILES string	OC[C@@H]1CN1

Each line ends with the Mulliken charge.
Positions of all 12 atoms, in Å:
O -1.185 -0.457 0.956  -0.56
C -0.879 -0.713 -0.419  -0.54
C 0.229 0.195 -0.885  0.01
C 1.376 0.052 0.031  -0.43
N 0.626 1.280 0.112  -0.62
H -0.860 -1.292 1.277  0.34
H -1.779 -0.540 -1.030  0.31
H -0.529 -1.739 -0.501  0.34
H 0.331 0.407 -1.977  0.35
H 1.263 -0.655 0.869  0.16
H 2.382 0.190 -0.279  0.28
H -0.063 1.116 0.848  0.37

---

Result of the stability comparison: Q is the most stable of them.

---

--- P ---
DFT (ωB97M-V with the def2-TZVPD basis set) results for an isolated molecule of C3H7NO.

Properties
HOMO	-9.3	eV
molar mass	73.1	u
SMILES string	OC[C@H]1CN1

Each line ends with the Mulliken charge.
Positions of all 12 atoms, in Å:
O -0.764 0.170 1.328  -0.52
C -0.682 -1.004 0.475  -0.36
C 0.082 -0.529 -0.772  -0.42
C 0.288 1.100 -1.006  -0.31
N 1.349 0.319 -0.387  -0.55
H -1.173 -0.180 2.231  0.30
H -1.770 -1.409 0.146  0.26
H 0.039 -1.640 0.903  0.34
H 0.423 -1.157 -1.400  0.49
H 0.453 1.506 -1.967  0.31
H -0.845 1.651 -0.631  0.17
H 1.417 0.232 0.622  0.28

---

--- Q ---
DFT (ωB97M-V with the def2-TZVPD basis set) results for a cluster of 2 separate species, C3H7NO in total.

Properties
HOMO	-9.7	eV
molar mass	73.1	u
SMILES string	C=CO.C=N

Each line ends with the Mulliken charge.
Positions of all 12 atoms, in Å:
C -0.153 3.678 -2.098  -0.47
C 1.236 3.656 -1.909  -0.18
O 1.870 2.705 -0.864  -0.51
H -0.582 4.505 -2.718  0.24
H -0.860 2.996 -1.491  0.24
H 1.973 3.924 -2.670  0.33
H 1.541 3.265 0.003  0.34
C -0.745 -4.655 2.292  -0.14
N -1.127 -5.859 2.092  -0.47
H -1.210 -3.553 2.483  0.19
H 0.181 -4.569 2.865  0.20
H -2.125 -6.092 2.014  0.23

---

--- R ---
DFT (ωB97M-V with the def2-TZVPD basis set) results for an isolated molecule of C3H7NO.

Properties
HOMO	-9.9	eV
molar mass	73.1	u
SMILES string	CCNC=O

Each line ends with the Mulliken charge.
Positions of all 12 atoms, in Å:
C 1.338 0.188 0.767  -0.93
C 0.565 0.409 -0.528  -0.40
N -0.771 -0.596 -0.686  -0.23
C -1.864 -0.261 0.055  0.09
O -1.895 0.609 0.879  -0.52
H 1.266 -0.862 1.039  0.27
H 2.363 0.474 0.531  0.33
H 0.943 0.795 1.573  0.28
H 0.257 1.401 -0.468  0.27
H 1.054 0.083 -1.467  0.36
H -0.505 -1.327 -1.357  0.22
H -2.751 -0.915 -0.337  0.27

---

--- S ---
DFT (ωB97M-V with the def2-TZVPD basis set) results for a cluster of 2 separate species, C3H7NO in total.

Properties
HOMO	-9.5	eV
molar mass	73.1	u
SMILES string	C=CN=C.O

Each line ends with the Mulliken charge.
Positions of all 12 atoms, in Å:
C -1.293 -0.474 -0.698  -0.69
C -0.245 0.307 -0.956  0.05
N 1.123 0.089 -0.742  -0.43
C 1.564 -1.091 -0.691  -0.27
H -1.228 -1.472 -0.285  0.23
H -2.276 -0.074 -0.897  0.26
H -0.475 1.278 -1.382  0.40
H 2.610 -1.282 -0.489  0.26
H 0.909 -1.947 -0.882  0.19
O -0.435 1.330 2.591  -0.64
H -0.711 1.662 1.733  0.32
H 0.457 1.674 2.698  0.32

---

Result of the stability comparison: R is the most stable of them.

---

--- P ---
DFT (ωB97M-V with the def2-TZVPD basis set) results for a cluster of 2 separate species, C3H7NO in total.

Properties
HOMO	-9.5	eV
molar mass	73.1	u
SMILES string	CC=O.C=N

Each line ends with the Mulliken charge.
Positions of all 12 atoms, in Å:
C 1.825 0.119 0.142  -0.91
C 0.854 -0.264 -0.940  0.23
O 0.426 -1.385 -1.109  -0.52
H 2.816 0.279 -0.300  0.33
H 1.887 -0.675 0.888  0.25
H 1.504 1.053 0.608  0.28
H 0.570 0.557 -1.628  0.33
C -2.090 -0.270 0.286  -0.28
N -1.259 0.652 0.542  -0.40
H -3.097 -0.333 0.715  0.25
H -1.788 -1.060 -0.405  0.22
H -1.648 1.327 1.203  0.23

---

--- Q ---
DFT (ωB97M-V with the def2-TZVPD basis set) results for a cluster of 2 separate species, C3H7NO in total.

Properties
HOMO	-9.1	eV
molar mass	73.1	u
SMILES string	C=CN=C.O

Each line ends with the Mulliken charge.
Positions of all 12 atoms, in Å:
C 1.729 1.626 -0.610  -0.62
C 1.123 0.928 0.376  -0.14
N 1.439 -0.556 0.497  -0.49
C 0.393 -1.262 0.397  0.15
H 2.636 1.214 -1.012  0.32
H 1.106 2.214 -1.167  0.25
H 0.203 1.274 0.876  0.40
H 0.398 -2.333 0.696  0.28
H -0.535 -0.855 -0.061  -0.14
O -3.373 -0.669 -0.360  -0.63
H -3.874 0.198 -0.326  0.33
H -2.487 -0.219 -0.580  0.29

---

Result of the stability comparison: P is the most stable of them.